The following is a DFT calculation (ωB97M-V/def2-TZVPD) of CH2NO3P in the gas phase at a distorted geometry.

Results
- SMILES string: N#COP(O)O
- Molecular weight: 107.00 g mol⁻¹
- E_HOMO: -10.44 eV
- LUMO energy: 0.39 eV
- ΔE to the lowest compared entry with this formula, charge and spin: 5.6 kcal/mol
- Kohn-Sham gap: 10.833 eV

The geometry in ORCA input format:
```
! wB97M-V def2-TZVPD RIJCOSX def2/J DEFGRID3
* xyz 0 1
N 2.92709 -0.38863 0.15543
C 1.94177 0.11802 -0.13332
O 0.77383 0.62350 -0.35652
P -0.51455 0.03135 0.50421
O -1.44908 1.04230 -0.30140
O -0.80035 -1.29733 -0.33161
H -1.57793 1.86062 0.23210
H -1.30079 -1.98983 0.23112
*
```

The following is a DFT calculation (ωB97M-V/def2-TZVPD) of CH2NO3PS in the gas phase at a distorted geometry.

Results
- Molecular weight: 139.07 g mol⁻¹
- E_HOMO (spin up / spin down): -6.74 / -10.67 eV
- LUMO energy (spin up / spin down): -0.11 / -5.33 eV
- <S²>: 2.011
- ΔE to the lowest compared entry with this formula, charge and spin: 65.5 kcal/mol
- Kohn-Sham gap (spin up / spin down): 6.630 / 5.340 eV

The geometry in ORCA input format:
```
! wB97M-V def2-TZVPD RIJCOSX def2/J DEFGRID3
* xyz 0 3
C -1.47139 -0.10203 1.34423
N 1.26912 0.64416 -0.37925
O -0.98323 0.06358 -1.53449
O -0.56778 -0.76559 0.99000
O 0.84969 -1.75720 -1.20445
P 0.24217 -0.46358 -0.94819
S -2.59655 0.79833 1.77969
H 1.98214 0.00877 -0.02426
H 1.27582 1.57355 -0.02329
*
```

The following is a DFT calculation (ωB97M-V/def2-TZVPD) of a gas-phase ion, CH2NO3S (charge -1) at a distorted geometry.

Results
- SMILES string: NSOC(=O)[O-]
- Molecular weight: 108.10 g mol⁻¹
- E_HOMO: -4.53 eV
- LUMO energy: 3.61 eV
- ΔE to the lowest compared entry with this formula, charge and spin: 16.7 kcal/mol
- Kohn-Sham gap: 8.142 eV

The geometry in ORCA input format:
```
! wB97M-V def2-TZVPD RIJCOSX def2/J DEFGRID3
* xyz -1 1
N 0.63842 0.62381 -0.45332
S -0.38678 0.44984 -1.74707
O -1.67095 -0.90817 -1.48844
C -2.51626 -0.82672 -0.29850
O -2.17378 -0.02999 0.55390
O -3.44992 -1.61993 -0.40915
H -0.09808 0.64546 0.27990
H 1.24556 -0.11316 -0.12963
*
```

The following is a DFT calculation (ωB97M-V/def2-TZVPD) of a gas-phase ion, CH2NO3S (charge -1) at a distorted geometry.

Results
- Molecular weight: 108.10 g mol⁻¹
- E_HOMO: -3.51 eV
- LUMO energy: 3.96 eV
- ΔE to the lowest compared entry with this formula, charge and spin: 37.0 kcal/mol
- Kohn-Sham gap: 7.470 eV

The geometry in ORCA input format:
```
! wB97M-V def2-TZVPD RIJCOSX def2/J DEFGRID3
* xyz -1 1
C 1.54098 0.00476 0.14164
N -1.09650 -1.42468 0.22621
O 2.10068 -1.05098 0.19571
O 1.61993 1.14613 0.25120
O -1.05991 1.38518 -0.23014
S -0.52756 -0.20162 -0.74788
H -2.15462 -1.67800 -0.08578
H -0.42299 1.81922 0.24902
*
```

The following is a DFT calculation (ωB97M-V/def2-TZVPD) of a molecular structure, CH2NO3S at a distorted geometry.

Results
- Molecular weight: 108.10 g mol⁻¹
- E_HOMO: -3.70 eV
- LUMO energy: 3.95 eV
- ΔE to the lowest compared entry with this formula, charge and spin: 56.8 kcal/mol
- Kohn-Sham gap: 7.645 eV

The geometry in ORCA input format:
```
! wB97M-V def2-TZVPD RIJCOSX def2/J DEFGRID3
* xyz -1 1
C -0.20979 0.85068 -0.42069
N 1.65018 0.21898 -0.17432
O -0.96218 -1.82335 -0.63205
O -0.21153 2.01044 -0.35580
O -1.94482 -0.38289 1.10145
S -1.58410 -0.47900 -0.30278
H 1.69928 0.39871 0.78199
H 1.56296 -0.79356 0.00219
*
```

The following is a DFT calculation (ωB97M-V/def2-TZVPD) of 2 unconnected molecules or ions with the total composition CH2NO3S at a distorted geometry.

Results
- Molecular weight: 108.10 g mol⁻¹
- E_HOMO (spin up / spin down): -4.04 / -3.94 eV
- LUMO energy (spin up / spin down): 1.84 / 1.61 eV
- ΔE to the lowest compared entry with this formula, charge and spin: 67.8 kcal/mol
- Kohn-Sham gap (spin up / spin down): 5.886 / 5.554 eV

The geometry in ORCA input format:
```
! wB97M-V def2-TZVPD RIJCOSX def2/J DEFGRID3
* xyz -1 1
C 1.33378 0.03847 -0.11335
N 0.67313 1.21289 0.00042
O 2.59177 0.00747 -0.17225
O 0.60623 -1.15906 -0.08816
O -2.12452 -0.86789 -0.00760
S -2.34987 0.60768 0.18523
H -0.46246 1.12788 -0.02946
H -0.26807 -0.96745 0.22517
*
```

The following is a DFT calculation (ωB97M-V/def2-TZVPD) of 2 unconnected molecules or ions with the total composition CH2NO4S at a distorted geometry.

Results
- Molecular weight: 124.10 g mol⁻¹
- E_HOMO: -4.31 eV
- LUMO energy: 3.59 eV
- ΔE to the lowest compared entry with this formula, charge and spin: 151.4 kcal/mol
- Kohn-Sham gap: 7.901 eV

The geometry in ORCA input format:
```
! wB97M-V def2-TZVPD RIJCOSX def2/J DEFGRID3
* xyz -1 1
C 0.15101 0.49736 0.32412
N 0.32469 1.80840 -0.03647
O -1.82331 0.70590 2.32125
O 1.22884 2.38859 0.59713
O -0.41152 2.39147 -0.82497
O -0.14946 -1.07041 2.52692
S -0.40411 0.35622 2.29876
H 1.02583 -0.13297 0.30932
H -0.98927 -0.25590 -0.90731
*
```

The following is a DFT calculation (ωB97M-V/def2-TZVPD) of a gas-phase ion, CH2NO4S (charge -1) at a distorted geometry.

Results
- Molecular weight: 124.10 g mol⁻¹
- E_HOMO: -4.24 eV
- LUMO energy: 3.72 eV
- ΔE to the lowest compared entry with this formula, charge and spin: 94.0 kcal/mol
- Kohn-Sham gap: 7.966 eV

The geometry in ORCA input format:
```
! wB97M-V def2-TZVPD RIJCOSX def2/J DEFGRID3
* xyz -1 1
C -0.58807 0.56537 0.00355
N -0.82878 -0.80919 0.01361
O -0.89286 -1.33332 -1.09584
O 1.87937 -0.34905 -1.06432
O -0.84213 -1.51953 1.04517
O 1.98649 0.56713 1.14456
S 1.47988 0.79596 -0.18685
H -1.05874 1.02828 -0.83176
H -1.13515 1.05433 0.97189
*
```

The following is a DFT calculation (ωB97M-V/def2-TZVPD) of CH2NOP in the gas phase at a distorted geometry.

Results
- Molecular weight: 75.01 g mol⁻¹
- E_HOMO: -10.25 eV
- LUMO energy: 0.47 eV
- ΔE to the lowest compared entry with this formula, charge and spin: 23.7 kcal/mol
- Kohn-Sham gap: 10.728 eV

The geometry in ORCA input format:
```
! wB97M-V def2-TZVPD RIJCOSX def2/J DEFGRID3
* xyz 0 1
C 2.06049 0.53799 0.01392
N 1.24664 -0.31251 -0.26934
O -0.93532 0.65565 0.17700
P -0.26863 -0.86982 0.20787
H -1.37008 0.97090 0.92558
H -0.73310 -0.98221 -1.05503
*
```

The following is a DFT calculation (ωB97M-V/def2-TZVPD) of CH2NOP in the gas phase at a distorted geometry.

Results
- Molecular weight: 75.01 g mol⁻¹
- E_HOMO: -9.95 eV
- LUMO energy: 0.36 eV
- ΔE to the lowest compared entry with this formula, charge and spin: 31.2 kcal/mol
- Kohn-Sham gap: 10.301 eV

The geometry in ORCA input format:
```
! wB97M-V def2-TZVPD RIJCOSX def2/J DEFGRID3
* xyz 0 1
C 0.28630 -1.38092 1.54419
N -0.16166 -0.34592 1.28087
O 0.59836 0.04648 -0.84786
P -0.18488 0.94524 0.20101
H 0.81351 0.27092 -1.81621
H -1.35162 0.46420 -0.36200
*
```

The following is a DFT calculation (ωB97M-V/def2-TZVPD) of CH2NP in the gas phase at a distorted geometry.

Results
- SMILES string: N#CP
- Molecular weight: 59.01 g mol⁻¹
- E_HOMO: -11.13 eV
- LUMO energy: 0.73 eV
- ΔE to the lowest compared entry with this formula, charge and spin: 8.6 kcal/mol
- Kohn-Sham gap: 11.855 eV

The geometry in ORCA input format:
```
! wB97M-V def2-TZVPD RIJCOSX def2/J DEFGRID3
* xyz 0 1
N -1.91064 0.39723 -0.09992
C -0.89663 -0.19639 -0.03574
P 0.87808 -0.73060 -0.09448
H 0.92547 0.38897 -0.81386
H 1.00372 0.14079 1.04401
*
```

The following is a DFT calculation (ωB97M-V/def2-TZVPD) of 2 unconnected molecules or ions with the total composition CH2NP at a distorted geometry.

Results
- Molecular weight: 59.01 g mol⁻¹
- E_HOMO (spin up / spin down): -11.69 / -10.13 eV
- LUMO energy (spin up / spin down): -2.79 / -3.94 eV
- ΔE to the lowest compared entry with this formula, charge and spin: 98.2 kcal/mol
- Kohn-Sham gap (spin up / spin down): 8.904 / 6.198 eV

The geometry in ORCA input format:
```
! wB97M-V def2-TZVPD RIJCOSX def2/J DEFGRID3
* xyz 0 1
C -1.46807 0.11513 -0.38432
N -2.55888 -0.27186 -0.40404
P 1.71701 0.35602 -0.07003
H 1.03341 0.75831 1.01811
H 1.27652 -0.95760 -0.15971
*
```

The following is a DFT calculation (ωB97M-V/def2-TZVPD) of a molecular structure, CH2NP3 at a distorted geometry.

Results
- Molecular weight: 120.96 g mol⁻¹
- E_HOMO: -8.78 eV
- LUMO energy: -1.92 eV
- ΔE to the lowest compared entry with this formula, charge and spin: 80.8 kcal/mol
- Kohn-Sham gap: 6.863 eV

The geometry in ORCA input format:
```
! wB97M-V def2-TZVPD RIJCOSX def2/J DEFGRID3
* xyz 0 1
C 0.93861 -1.43976 0.00480
N 0.57065 1.22883 -0.01070
P -2.03156 -0.70504 0.00100
P 1.68151 0.02514 0.00755
P -1.01879 1.01150 0.00852
H 1.25026 -2.46351 0.01453
H -1.39069 2.34286 -0.02570
*
```

The following is a DFT calculation (ωB97M-V/def2-TZVPD) of 2 unconnected molecules or ions with the total composition CH2O2S at a distorted geometry.

Results
- Molecular weight: 78.09 g mol⁻¹
- E_HOMO (spin up / spin down): -10.30 / -10.30 eV
- LUMO energy (spin up / spin down): -1.14 / -1.14 eV
- ΔE to the lowest compared entry with this formula, charge and spin: 115.5 kcal/mol
- Kohn-Sham gap (spin up / spin down): 9.160 / 9.160 eV

The geometry in ORCA input format:
```
! wB97M-V def2-TZVPD RIJCOSX def2/J DEFGRID3
* xyz 0 1
C 0.77353 0.16689 0.17315
O -1.58221 1.18128 0.04019
O -1.42525 -1.30248 0.03363
S -0.81821 -0.01940 -0.15385
H 1.78832 -1.06635 0.11463
H 1.26382 1.04005 -0.20776
*
```

The following is a DFT calculation (ωB97M-V/def2-TZVPD) of CH2O2S in the gas phase at a distorted geometry.

Results
- SMILES string: C=S(=O)=O
- Molecular weight: 78.09 g mol⁻¹
- E_HOMO: -10.15 eV
- LUMO energy: -0.88 eV
- ΔE to the lowest compared entry with this formula, charge and spin: 76.6 kcal/mol
- Kohn-Sham gap: 9.270 eV

The geometry in ORCA input format:
```
! wB97M-V def2-TZVPD RIJCOSX def2/J DEFGRID3
* xyz 0 1
C -0.36405 0.01257 0.08008
S -1.17328 1.27857 0.81952
O -2.18500 1.88071 0.02701
O -1.28406 1.44806 2.21899
H 0.22992 -0.64148 0.84876
H -0.00488 0.24948 -0.81775
*
```

The following is a DFT calculation (ωB97M-V/def2-TZVPD) of CH2O2S2 in the gas phase at a distorted geometry.

Results
- Molecular weight: 110.16 g mol⁻¹
- E_HOMO (spin up / spin down): -8.81 / -11.33 eV
- LUMO energy (spin up / spin down): -0.02 / -3.06 eV
- <S²>: 2.011
- ΔE to the lowest compared entry with this formula, charge and spin: 2.6 kcal/mol
- Kohn-Sham gap (spin up / spin down): 8.790 / 8.271 eV

The geometry in ORCA input format:
```
! wB97M-V def2-TZVPD RIJCOSX def2/J DEFGRID3
* xyz 0 3
C 0.24209 0.11284 0.51746
O -1.82286 1.36475 0.03045
O -2.05317 -1.01940 -0.28707
S 1.39773 -1.17453 -0.09157
S -1.20081 0.13668 -0.34887
H 0.78726 1.04710 0.32504
H 2.64977 -0.46745 -0.14544
*
```

| no. | electronic energy (eV) |
| --- | --- |
| 1 | -17991.27086 |
| 2 | -28822.36817 |
| 3 | -19538.17760 |
| 4 | -19537.29847 |
| 5 | -19536.44031 |
| 6 | -19535.96272 |
| 7 | -21580.12621 |
| 8 | -21582.61633 |
| 9 | -13894.34185 |
| 10 | -13894.01883 |
| 11 | -11846.77083 |
| 12 | -11842.88657 |
| 13 | -30420.94136 |
| 14 | -15994.92610 |
| 15 | -15996.61213 |
| 16 | -26830.33696 |